[1]
AgH7O6 | the ωB97M-V functional and the def2-TZVPD basis

E_tot   -16382.6465 eV
Frontier orbital gap (spin up / spin down)   4.81 / 2.67 eV
Total charge   -3
Spin multiplicity   2

Geometry (Å):
Ag: 0.26557 0.04538 -0.35166
O: -2.33793 -0.00480 -3.05481
H: -3.13994 -0.03634 -3.61186
O: 0.74159 3.63952 0.08386
H: 0.51612 4.49020 -0.34045
O: 2.48120 -0.61766 -3.65659
H: 3.37535 -0.46579 -4.01986
O: 2.18836 0.23538 2.98841
H: 1.79796 -0.17791 3.78295
O: 1.04510 -3.37168 0.24603
H: 1.30169 -3.48090 1.18238
O: -2.55864 -0.03566 1.91087
H: -2.30134 0.29051 2.77321
H: -3.37503 -0.51021 2.06757

***

[2]
C2H4Cl2N2 | the ωB97M-V functional and the def2-TZVPD basis

Relative energy (zero: lowest compared OMol25 entry of this formula, charge and spin)   127.8 kcal/mol
E_tot   -30158.1544 eV
Frontier orbital gap (spin up / spin down)   6.83 / 6.83 eV

Geometry (Å):
C: -0.66561 -0.08792 0.41736
C: 0.42868 -0.81282 0.17190
N: -0.32059 2.59856 0.03145
N: 0.41457 -2.18035 -0.15034
Cl: -2.31595 -0.40198 0.21374
Cl: 2.00850 -0.04946 0.38780
H: 0.31835 2.37119 0.91636
H: 0.23943 2.13090 -0.75433
H: 1.23053 -2.76542 0.17334
H: -0.51026 -2.70270 -0.24399

***

[3]
C3H7N3O2 | the ωB97M-V functional and the def2-TZVPD basis

Relative energy (zero: lowest compared OMol25 entry of this formula, charge and spin)   17.8 kcal/mol
E_tot   -11790.5415 eV
Frontier orbital gap   10.14 eV
SMILES   NCC(=O)NC(N)=O

Geometry (Å):
N: -2.38268 0.79600 -1.05149
C: -1.32163 0.42342 -0.17128
C: 0.06317 0.95928 -0.53182
O: 0.37463 1.95567 -1.12516
N: 1.08241 0.33961 0.27076
C: 1.21865 -1.07254 0.30151
N: 1.84008 -1.54151 1.40648
O: 0.94219 -1.77789 -0.64881
H: -2.62941 1.76076 -0.92533
H: -2.19268 0.67465 -2.03547
H: -1.49759 0.80463 0.83073
H: -1.19261 -0.65113 -0.11692
H: 1.94785 0.81429 0.03835
H: 1.81304 -0.97505 2.23761
H: 1.93459 -2.51019 1.52083

***

[4]
C3H6S3 | the ωB97M-V functional and the def2-TZVPD basis

Relative energy (zero: lowest compared OMol25 entry of this formula, charge and spin)   11.0 kcal/mol
E_tot   -35713.3816 eV
Frontier orbital gap   8.20 eV

Geometry (Å):
C: -1.78345 -1.31554 -0.78952
C: 0.13641 0.61724 0.08376
C: 1.02040 -2.08949 0.33049
H: -1.61799 -2.27310 -0.27093
H: -2.83295 -1.23877 -1.13822
H: -1.12410 -1.26334 -1.65440
H: 0.36896 -1.99205 1.23239
H: 1.97038 -2.51379 0.64250
H: 0.52397 -2.73778 -0.38862
S: -1.51604 0.08042 0.34038
S: 0.49234 2.19615 0.29523
S: 1.42817 -0.47997 -0.39630

***

[5]
C33H55F5I2N2O6P | the ωB97M-V functional and the def2-TZVPD basis

E_tot   -89444.2073 eV
Frontier orbital gap   7.96 eV
Total charge   +1

Geometry (Å):
C: -0.75032 -1.72153 -3.77405
C: -1.01363 -2.41302 -2.65051
N: -0.83007 -1.76923 -1.32438
C: 0.52286 -2.19945 -0.71861
C: 1.55009 -2.90087 -1.60654
C: 2.74637 -3.31876 -0.65826
C: 3.39540 -2.13034 0.11023
C: 4.36222 -1.26435 -0.80012
C: 5.50640 -0.67268 0.09469
C: 6.94598 -0.94990 -0.50443
O: 7.46106 0.27864 -1.01322
C: 7.95772 1.10834 0.03249
O: 0.11449 -2.82024 0.46943
C: -1.29661 -3.14160 0.58529
C: -1.72236 -3.30934 2.05814
I: -3.56479 -2.51068 2.86575
C: -0.96619 -4.01523 2.92235
C: 0.33909 -4.71936 2.54534
I: -1.51455 -4.28330 4.99291
C: -1.49549 -4.60963 -0.01029
C: -2.73881 -5.20230 0.22197
C: -2.98691 -6.51835 -0.23431
C: -1.87804 -7.08755 -0.90621
C: -0.71418 -6.34384 -1.06132
N: -0.42001 -5.10407 -0.62882
C: -1.89353 -1.94630 -0.28814
C: -1.76516 -0.57531 0.50055
C: -2.75194 0.56244 0.09920
C: -2.50946 1.13893 -1.34774
C: -3.74311 1.93520 -1.87323
F: -3.46042 2.64663 -2.98122
F: -4.66763 0.98049 -2.26373
C: -4.43795 2.82148 -0.78781
F: -5.39745 2.17198 -0.11358
F: -5.09259 3.81052 -1.44836
F: -3.57021 3.42716 0.01986
P: -3.57938 -2.06420 -1.14862
O: -4.84532 -1.98382 -0.08139
O: -3.76290 -3.48549 -1.99254
H: -1.48282 -1.69095 -4.60002
H: 0.17552 -1.13228 -3.91300
H: -1.37737 -3.44811 -2.73608
H: -0.63019 -0.80408 -1.60561
H: 0.97314 -1.20989 -0.46825
H: 1.99156 -2.25906 -2.39093
H: 1.20213 -3.86103 -2.03514
H: 2.36839 -4.09815 0.03795
H: 3.55618 -3.79442 -1.25010
H: 2.68637 -1.50295 0.68507
H: 4.06699 -2.58817 0.86996
H: 4.84215 -2.01175 -1.46921
H: 3.78456 -0.50140 -1.35096
H: 5.52486 -1.06805 1.12858
H: 5.31716 0.41625 0.18350
H: 6.90122 -1.67256 -1.33904
H: 7.61185 -1.38205 0.27978
H: 7.18897 1.37428 0.78844
H: 8.24635 2.06232 -0.45495
H: 8.84481 0.64179 0.50633
H: 1.15649 -4.00659 2.30787
H: 0.25006 -5.41940 1.69527
H: 0.71713 -5.31433 3.40094
H: -3.53647 -4.65999 0.74636
H: -3.95263 -7.00331 -0.06241
H: -1.93637 -8.10810 -1.30288
H: 0.10323 -6.83520 -1.62210
H: -0.74687 -0.13496 0.39573
H: -1.88592 -0.71491 1.59192
H: -2.50037 1.41475 0.77032
H: -3.81643 0.35298 0.29872
H: -1.66501 1.85591 -1.33702
H: -2.37338 0.32607 -2.09179
H: -5.47533 -1.34042 -0.45280
H: -4.71386 -3.66312 -2.10560
C: -2.37791 6.90831 2.47756
C: -2.13109 5.43432 2.20472
O: -1.21343 4.83495 3.10519
C: -1.57353 4.85789 4.47789
C: -2.88142 4.14589 4.77799
H: -1.43876 7.46487 2.44235
H: -3.06035 7.32265 1.73350
H: -2.81837 7.07315 3.46154
H: -1.70046 5.32455 1.21118
H: -3.07267 4.87485 2.19413
H: -1.59555 5.88881 4.84576
H: -0.76524 4.35716 5.01354
H: -3.72757 4.61204 4.27096
H: -3.08342 4.16229 5.84994
H: -2.83371 3.10563 4.44745
C: 0.22858 4.59780 -0.55718
C: 1.51688 3.86150 -0.23483
O: 1.79609 2.78685 -1.12453
C: 1.94882 3.12992 -2.49444
C: 3.07780 4.11040 -2.75676
H: -0.61815 3.90521 -0.54865
H: 0.04792 5.38245 0.17669
H: 0.25930 5.06472 -1.54286
H: 1.43278 3.42148 0.75997
H: 2.36395 4.55277 -0.19576
H: 1.00178 3.50584 -2.89817
H: 2.16008 2.19643 -3.02131
H: 2.91387 5.06628 -2.25793
H: 3.17055 4.30283 -3.82658
H: 4.02441 3.70792 -2.39104

***

[6]
C11H15ClO2S | the ωB97M-V functional and the def2-TZVPD basis

Relative energy (zero: lowest compared OMol25 entry of this formula, charge and spin)   2.6 kcal/mol
E_tot   -39101.9345 eV
Frontier orbital gap   8.44 eV
SMILES   Cc1c(C)c(C)c(S(=O)(=O)Cl)c(C)c1C

Geometry (Å):
C: 2.14939 -1.33613 -1.58390
C: 1.03159 -0.67168 -0.77933
C: 0.32265 -1.40257 0.22387
C: 0.73883 -2.88013 0.49484
C: -0.78608 -0.81741 0.90509
C: -1.68843 -1.66879 1.75285
C: -1.04002 0.56672 0.71673
S: -2.07997 1.52424 1.90036
O: -2.38089 0.79352 3.13393
O: -3.37144 1.96600 1.29752
Cl: -0.85788 3.21797 2.35115
C: -0.37827 1.26043 -0.34118
C: -0.74889 2.70805 -0.65747
C: 0.70874 0.69307 -1.01940
C: 1.56764 1.55911 -1.96256
H: 3.10629 -1.13234 -1.18135
H: 2.04811 -2.43749 -1.57038
H: 2.10628 -0.95222 -2.61866
H: 1.83646 -2.95350 0.45367
H: 0.39463 -3.24934 1.48552
H: 0.30446 -3.57615 -0.22099
H: -2.74939 -1.34813 1.79668
H: -1.35604 -1.71732 2.79059
H: -1.69165 -2.70319 1.41528
H: -0.63129 2.84962 -1.72732
H: -0.13869 3.39500 -0.10450
H: -1.79776 2.92762 -0.42884
H: 1.77515 2.53896 -1.52528
H: 2.55999 1.13508 -2.09429
H: 1.04648 1.71100 -2.90264